Here is the molecule C19H32N2O3 from the Open Molecules 2025 dataset. Energies are from the ωB97M-V functional and the def2-TZVPD basis.

E in eV: -29347.165
Charge: 0
Orbital gap in eV: 9.629
E_LUMO in eV: 0.7

Structure (XYZ):
```
56
Properties=species:S:1:pos:R:3:forces:R:3
C -0.145 -4.893 -5.005 -0.2 -0.1 0.1
C -1.490 -5.041 -4.304 0.0 0.2 0.0
C -1.749 -3.945 -3.270 0.1 -0.3 0.1
H -2.776 -4.039 -2.904 0.0 0.1 0.0
H -1.649 -2.966 -3.741 0.0 0.1 0.0
C -0.795 -4.022 -2.076 0.0 0.1 -0.2
N -1.122 -3.047 -1.062 -0.3 -0.1 0.1
C -0.400 -1.921 -0.878 -0.2 -0.1 0.2
O 0.647 -1.666 -1.418 0.4 0.2 -0.2
O -1.008 -1.125 0.034 -0.1 -0.1 0.1
C -0.305 0.078 0.369 0.2 0.4 0.0
C -0.532 1.136 -0.704 0.1 -0.3 0.2
H 0.012 0.828 -1.598 0.0 0.0 0.0
H -1.594 1.140 -0.955 0.0 0.0 0.0
C -0.092 2.542 -0.266 0.0 0.2 -0.1
C 0.984 3.085 -1.214 0.0 0.0 0.2
C 2.241 2.435 -0.655 0.2 0.1 -0.3
N 2.034 2.538 0.778 -0.1 -0.1 -0.4
C 3.050 2.904 1.590 0.0 0.2 0.4
O 4.200 2.960 1.198 0.4 0.0 0.0
C 2.649 3.228 3.016 0.2 0.0 0.0
C 2.195 1.981 3.779 0.0 -0.1 -0.1
C 1.378 1.008 2.930 -0.1 0.1 0.3
H 2.029 0.542 2.189 0.0 -0.1 0.0
C 0.174 1.654 2.231 0.0 -0.4 0.1
C 0.618 2.636 1.108 -0.4 0.5 0.4
H 0.431 3.656 1.477 0.0 -0.2 -0.1
C -0.788 0.561 1.733 -0.2 -0.1 -0.3
C -2.253 1.015 1.704 0.1 -0.2 0.2
C -2.887 1.005 3.091 0.0 0.1 -0.2
H -2.362 1.673 3.770 0.0 0.1 0.1
H -2.864 0.003 3.514 0.0 -0.1 0.1
H -3.923 1.329 3.034 -0.1 0.0 0.1
H -2.327 2.018 1.283 0.0 0.1 -0.1
H -2.810 0.331 1.062 -0.1 0.1 -0.1
H -0.732 -0.293 2.416 0.1 0.0 0.0
H -0.361 2.239 2.985 0.0 0.0 0.0
H 1.014 0.218 3.589 0.0 0.0 -0.1
H 3.076 1.450 4.145 0.0 0.0 0.1
H 1.610 2.290 4.649 0.0 0.0 0.0
H 3.513 3.672 3.511 -0.1 0.0 -0.1
H 1.850 3.972 2.999 0.0 0.0 0.0
H 3.169 2.942 -0.921 -0.1 -0.1 0.0
H 2.313 1.385 -0.957 0.1 0.0 -0.1
H 0.795 2.829 -2.254 0.0 0.0 -0.1
H 1.057 4.170 -1.127 0.0 0.0 0.0
H -0.966 3.197 -0.258 0.1 0.0 0.1
H 0.762 -0.167 0.423 -0.1 0.0 0.0
H -2.016 -3.106 -0.601 0.1 0.1 0.0
H -0.830 -5.022 -1.633 0.1 0.0 -0.1
H 0.227 -3.803 -2.387 -0.1 -0.1 0.1
H -1.541 -6.016 -3.815 -0.1 -0.1 0.0
H -2.285 -5.005 -5.052 0.0 -0.1 0.0
H -0.056 -3.906 -5.452 0.1 0.1 -0.1
H 0.677 -5.029 -4.308 0.2 0.0 0.0
H -0.048 -5.636 -5.793 0.1 0.0 -0.1
```
Positions in Å, forces in eV/Å.